(1)
# C3H3N3O7

C3H3N3O7 in the gas phase in a non-equilibrium geometry (ωB97M-V/def2-TZVPD, OMol25).

Each line ends with the natural charge from an NBO analysis.
Atoms and positions in Å:
O  -2.4880  0.4621  -1.8160  -0.304
O  0.6267  -0.9057  2.2686  -0.504
O  -0.5829  1.4604  -2.0900  -0.354
O  -2.2715  -0.0255  0.8967  -0.295
O  1.1677  -0.6998  -2.0074  -0.163
O  -1.5341  -2.0381  0.4936  -0.297
O  1.0711  -1.3260  0.1784  -0.379
N  -1.3337  0.6156  -1.6059  0.464
N  0.5339  -0.7897  -1.0373  0.213
N  -1.5508  -0.8207  0.3736  0.471
C  1.4515  1.0012  0.9409  -0.724
C  1.0180  -0.4896  1.2133  0.754
C  -0.6785  -0.3312  -0.7135  0.389
H  2.2531  0.9144  0.3674  0.225
H  0.5297  1.5841  0.6513  0.250
H  1.7878  1.3884  1.8864  0.255

<S²>: 2.015
Frontier orbital gap (spin up / spin down) (eV): 7.49 / 7.23
2S+1: 3
Charge: 0

=====

(2)
# C4H10N2OS

C4H10N2OS in the gas phase in a non-equilibrium geometry (ωB97M-V/def2-TZVPD, OMol25).

Each line ends with the natural charge from an NBO analysis.
Atoms and positions in Å:
S  2.2835  0.5928  -1.3904  -0.051
O  -1.5221  -1.6941  0.0946  -0.638
N  -1.3931  -0.3778  1.9055  -0.609
N  -0.8493  0.4228  -1.5941  -0.819
C  -0.2588  0.2775  -0.2465  -0.161
C  -0.7826  0.7146  2.6445  -0.418
C  1.1104  -0.3701  -0.3892  -0.512
C  -1.1581  -0.6342  0.5942  0.661
H  1.0109  -1.3484  -0.8488  0.229
H  -1.3300  0.8358  3.5789  0.215
H  1.3838  1.4436  -1.8939  0.145
H  -0.1157  1.2693  0.1755  0.202
H  1.5546  -0.5316  0.5937  0.216
H  -1.6997  0.9835  -1.5212  0.353
H  -1.7916  -1.1659  2.3859  0.407
H  -1.2588  -0.4925  -1.8005  0.378
H  -0.9408  1.6597  2.1264  0.206
H  0.2713  0.5539  2.8504  0.195

Frontier orbital gap (eV): 9.47
SMILES string: CNC(=O)[C@H](N)CS
Energy relative to the best compared isomer or geometry (same formula, charge and spin) (kcal per mole): 14.37
Charge: 0

=====

(3)
# C8H17Cl

C8H17Cl in the gas phase in a non-equilibrium geometry (ωB97M-V/def2-TZVPD, OMol25).

Each line ends with the natural charge from an NBO analysis.
Atoms and positions in Å:
Cl  -0.5104  2.3289  1.9108  -0.091
C  1.1227  0.6476  -0.0385  -0.400
C  -0.7919  -0.4049  1.3239  -0.225
C  0.5300  -0.6611  0.5418  -0.401
C  -2.2979  -0.9656  -0.6951  -0.605
C  1.9681  -0.0417  -2.3609  -0.610
C  -0.7488  0.6173  2.5169  -0.352
C  2.3233  0.5267  -0.9924  -0.388
C  -1.9580  0.0279  0.3825  -0.400
H  0.3432  1.1772  -0.5703  0.198
H  0.3257  -1.3813  -0.2798  0.204
H  0.0866  0.3541  3.2031  0.213
H  -1.5342  -1.0407  -1.4429  0.203
H  2.7508  1.5220  -1.1540  0.201
H  -2.8575  0.2456  0.9778  0.200
H  2.8578  -0.1816  -2.9802  0.210
H  3.1115  -0.1037  -0.5422  0.189
H  -2.4829  -1.9531  -0.2537  0.197
H  -3.2254  -0.5930  -1.1648  0.212
H  1.5132  1.1986  0.8273  0.212
H  1.4755  -1.0340  -2.3227  0.198
H  -1.7269  0.9450  -0.1260  0.207
H  1.2225  -1.1138  1.2003  0.201
H  -1.1086  -1.3515  1.7292  0.208
H  -1.6979  0.5341  3.1285  0.222
H  1.3095  0.7011  -2.8185  0.200

Frontier orbital gap (eV): 11.09
SMILES string: CCCC[C@H](CC)CCl
Energy relative to the best compared isomer or geometry (same formula, charge and spin) (kcal per mole): 5.90
Charge: 0

=====

(4)
# C4H11N2O

An isolated ion of composition C4H11N2O and charge +1 in a non-equilibrium geometry (ωB97M-V/def2-TZVPD, OMol25).

Each line ends with the natural charge from an NBO analysis.
Atoms and positions in Å:
O  -0.8307  -1.4735  -0.3667  -0.739
N  1.7271  -1.3305  -0.6353  -0.734
N  1.7893  0.8189  0.2993  -0.715
C  -1.0773  0.9354  -1.0252  -0.695
C  1.2090  -0.1991  -0.2005  0.553
C  -0.4736  -0.1213  -0.0500  0.247
C  -1.0341  0.0153  1.4298  -0.620
H  -1.1132  0.6924  -2.1535  0.264
H  0.9891  -2.0630  -0.6201  0.463
H  -1.6989  -1.5051  -0.6521  0.496
H  -2.1552  0.1418  1.4010  0.243
H  -0.6184  0.9584  1.8421  0.209
H  2.7281  -1.6285  -0.6024  0.440
H  1.2207  1.6175  0.3662  0.424
H  -0.6258  1.9618  -1.0840  0.242
H  -0.7380  -0.8047  2.0209  0.239
H  2.7904  0.8790  0.5784  0.438
H  -2.0885  1.1053  -0.5478  0.243

Frontier orbital gap (eV): 11.77
SMILES string: CC(C)(O)C(N)=[NH2+]
Energy relative to the best compared isomer or geometry (same formula, charge and spin) (kcal per mole): 36.08
Charge: +1

=====

(5)
# C31H42N6O5

A 5-piece molecular cluster, C31H42N6O5 overall in a non-equilibrium geometry (ωB97M-V/def2-TZVPD, OMol25).

Each line ends with the Löwdin charge.
Atoms and positions in Å:
O  -0.2318  2.9440  -3.2533  0.140
O  -1.3997  -2.8624  2.2713  0.141
O  -0.4210  -3.2967  0.3897  0.016
O  -0.0435  3.2010  -1.0868  -0.010
O  1.2844  0.3324  -1.5832  -0.059
N  3.4460  -0.2060  -0.1255  0.011
N  0.3691  -3.2106  6.6227  0.058
N  1.6487  1.2304  -5.0248  0.064
N  -0.2362  -8.0359  3.8596  0.043
N  -0.7215  7.9362  -2.5431  0.053
N  -1.6410  1.7532  -1.9080  0.103
C  0.5835  2.2356  -0.2281  -0.122
C  0.1510  -5.9412  4.9704  -0.068
C  -0.2120  8.9816  -1.8932  -0.161
C  0.1633  6.5206  -0.8208  -0.066
C  -0.5276  6.7334  -2.0038  -0.147
C  0.9755  0.4425  -7.6116  -0.080
C  -0.9763  -1.2232  6.5320  -0.065
C  -0.1875  -2.0225  8.6336  -0.073
C  0.4980  8.8799  -0.7068  -0.079
C  0.2579  1.4386  -6.9697  -0.062
C  -2.7725  -0.2775  -2.7858  -0.174
C  -0.6083  2.6374  -2.1940  -0.588
C  -0.8272  -5.9697  2.7926  -0.063
C  -0.7381  -7.3530  2.8309  -0.162
C  -0.9033  -1.0867  7.9076  -0.082
C  0.4275  -3.0567  7.9456  -0.145
C  -0.6990  -2.5031  1.4264  -0.586
C  1.7268  1.4953  -0.8919  -0.325
C  -1.6477  -1.8797  -1.2111  -0.174
C  0.6336  1.7990  -5.6831  -0.152
C  -1.6124  -1.2980  -2.6330  -0.172
C  0.6869  7.6205  -0.1616  -0.081
C  -0.3801  -2.6397  -0.8936  -0.167
C  -0.3721  -5.2551  3.8883  -0.070
C  -0.0706  -1.1269  1.5456  0.027
C  0.1971  -7.3269  4.9020  -0.162
C  -2.2355  1.1204  -3.1016  -0.178
C  2.0335  -0.1551  -6.9459  -0.074
C  2.3251  0.2718  -5.6600  -0.153
C  2.7491  1.0265  0.1996  -0.218
C  -0.3284  -2.2970  5.9416  -0.135
H  0.4807  -0.8264  0.6593  0.044
H  -0.2942  -3.4269  -1.6333  0.133
H  -1.8327  -1.0505  -0.5321  0.107
H  -0.6625  -0.8293  -2.8438  0.093
H  1.2087  0.5748  -2.5192  0.070
H  1.2350  7.4980  0.7645  0.103
H  3.8254  -0.1752  -1.0601  0.071
H  0.2868  5.5205  -0.4320  0.083
H  0.7141  0.1349  -8.6166  0.106
H  0.5130  -2.0237  -0.9643  0.102
H  0.6213  -1.1189  2.3817  0.096
H  3.5184  1.7800  0.3357  0.114
H  -3.3835  -0.5699  -3.6337  0.107
H  -2.4703  -2.5874  -1.1573  0.131
H  2.2654  2.1080  -1.6120  0.156
H  -0.1057  -1.9534  9.7097  0.101
H  0.5148  -5.4182  5.8400  0.069
H  1.0023  -3.8091  8.4756  0.106
H  -0.5759  1.9282  -7.4540  0.103
H  -0.4256  -4.1812  3.8956  0.056
H  0.1055  2.5744  -5.1423  0.078
H  0.9560  2.7715  0.6380  0.132
H  2.2319  0.8414  1.1368  0.102
H  -1.0845  -7.9552  1.9972  0.098
H  0.8914  9.7644  -0.2243  0.099
H  -1.5396  1.0061  -3.9210  0.107
H  0.6023  -7.9095  5.7232  0.098
H  3.1423  -0.1718  -5.1005  0.103
H  -0.3868  9.9476  -2.3549  0.101
H  -1.8350  -2.1244  -3.3010  0.112
H  -0.3681  -2.4381  4.8691  0.080
H  -3.3825  -0.2804  -1.8868  0.107
H  -1.3976  -0.2626  8.4068  0.105
H  -0.8611  -0.4109  1.7160  0.091
H  -0.1604  1.5167  0.1160  0.116
H  -3.0935  1.7057  -3.4290  0.122
H  2.6190  -0.9360  -7.4116  0.101
H  -2.3804  2.3037  -1.4833  0.152
H  -1.2409  -5.4662  1.9303  0.088
H  2.8583  -1.0137  0.0074  0.054
H  -0.9501  5.9006  -2.5562  0.099
H  -1.5253  -0.5143  5.9272  0.102

Frontier orbital gap (eV): 9.39
SMILES string: CC(=O)OCCCCCNC(=O)OC[C@H](O)CN.c1ccncc1.c1ccncc1.c1ccncc1.c1ccncc1
Charge: 0